No. 1
Formula: C25H35N7OS2Si2W
Source: the OMol25 dataset
Level of theory: wB97M-V/def2-TZVPD

Each line ends with the Mulliken charge.
Cartesian coordinates (Å):
W 0.04843 0.37331 -0.20990  0.32
C -0.96001 4.65014 -0.38792  -1.91
C -0.98093 3.16644 -0.24300  0.73
N 0.13501 2.47769 -0.02089  1.56
N 1.26700 3.26042 0.15184  -1.74
C 2.36361 2.59935 -0.01461  0.54
N 3.54374 3.26552 0.08997  -0.45
S 2.44968 0.90748 -0.41187  -0.60
C -2.14816 2.37462 -0.26303  1.04
C -3.47019 2.85478 -0.38560  -1.28
C -4.52371 2.01028 -0.19663  -0.62
C -4.26667 0.65404 0.11321  -0.91
C -2.97828 0.21523 0.15498  -0.48
N -1.91660 1.04037 -0.04816  0.55
H -0.35987 4.93366 -1.25396  0.33
H -0.49025 5.11214 0.48106  0.32
H -1.96126 5.05460 -0.50514  0.48
H 3.51624 4.19923 0.46127  0.23
H 4.39079 2.73876 0.19195  0.22
H -3.63473 3.89656 -0.61627  0.36
H -5.54063 2.36885 -0.27713  0.44
H -5.07214 -0.04335 0.29296  0.46
H -2.73602 -0.82089 0.34441  0.52
C -1.08664 0.14945 4.48113  -1.30
Si -0.37499 1.24079 3.11787  0.07
C -1.82588 2.36279 2.75375  -1.15
C 1.01497 2.38478 3.65470  -1.20
N 0.25263 0.18390 1.81258  0.74
C 1.15332 -0.78924 2.26377  0.72
C 1.74539 -0.88925 3.53052  -0.79
C 2.58484 -1.94264 3.83759  -1.21
C 2.85126 -2.92435 2.88803  -1.24
C 2.31180 -2.82132 1.62141  -0.46
C 1.49078 -1.73663 1.28648  0.93
N 0.91843 -1.48791 0.04997  0.82
Si 1.15118 -2.67020 -1.21867  -0.10
C 0.51506 -1.99554 -2.88136  0.00
C 0.24115 -4.25206 -0.80419  -1.36
C 2.95454 -2.95931 -1.65940  -1.21
H -1.12868 0.71081 5.41899  0.34
H -0.56962 -0.78833 4.66928  0.49
H -2.11818 -0.08973 4.20727  0.31
H -2.10196 2.73044 3.74973  0.54
H -2.70333 1.85878 2.34834  0.27
H -1.59033 3.23276 2.14619  0.22
H 0.82229 2.80795 4.64402  0.43
H 1.06491 3.21017 2.93889  0.30
H 1.99565 1.91026 3.66702  0.40
H 1.55709 -0.14980 4.29422  0.36
H 3.03278 -1.99902 4.82117  0.41
H 3.49355 -3.76062 3.13244  0.40
H 2.54335 -3.58632 0.89482  0.26
H -1.51280 -1.74101 -3.13941  0.56
H 1.21153 -3.42266 -4.31742  0.41
H 1.26546 -1.28518 -3.23479  0.48
H -0.83733 -4.10387 -0.90066  0.37
H 0.43393 -4.55061 0.22688  0.44
H 0.53732 -5.07829 -1.45442  0.38
H 3.45625 -1.99160 -1.74718  0.29
H 3.01982 -3.45363 -2.63347  0.38
H 3.51881 -3.56104 -0.95047  0.46
O -1.12288 -0.96837 -1.42402  -0.86
N -0.74634 -1.19663 -2.73015  0.20
C 0.24846 -3.05769 -3.94770  -0.73
C -0.58843 -2.63600 -5.13214  -0.76
C -1.00112 -1.41695 -5.51314  -0.52
C -0.77499 -0.13246 -4.85614  -0.43
C -0.60205 0.03225 -3.53716  0.17
S -0.04580 1.35457 -2.61216  -0.48
H -0.23391 -3.93159 -3.49559  0.32
H -0.86706 -3.46398 -5.77611  0.40
H -1.54243 -1.36756 -6.45257  0.38
H -0.68684 0.74244 -5.48629  0.46

- Energy relative to the best compared isomer or geometry (same formula, charge and spin): 36.24 kcal per mole

---

No. 2
Formula: C4H8O3
Source: the OMol25 dataset
Level of theory: wB97M-V/def2-TZVPD

Each line ends with the natural charge from an NBO analysis.
Cartesian coordinates (Å):
O 1.32715 1.73582 -1.73465  -0.50
C 1.14515 0.61006 -1.37507  0.45
C -0.03855 0.24872 -0.40869  -0.50
C -0.84003 -0.96804 -0.91662  -0.53
C -2.06303 -1.04977 -0.00049  0.45
O -2.79928 -0.10826 0.11886  -0.51
H 1.91322 -0.17381 -1.41588  0.10
H -0.44985 1.23375 -0.20230  0.26
H 0.54309 -0.06014 0.45051  0.21
H -1.30757 -0.67471 -1.86966  0.24
H -0.36184 -1.92180 -1.12353  0.23
H -2.16744 -1.99378 0.55559  0.11
O 2.39744 -0.20911 3.28165  -0.93
H 2.42883 -1.18342 3.21872  0.47
H 1.52810 0.05181 3.03151  0.47

- Energy relative to the best compared isomer or geometry (same formula, charge and spin): 55.06 kcal per mole
- Structure (SMILES): O=CCCC=O.O

---

No. 3
Formula: C4H13N3O
Source: the OMol25 dataset
Level of theory: wB97M-V/def2-TZVPD

Each line ends with the natural charge from an NBO analysis.
Cartesian coordinates (Å):
C 0.33712 -0.63068 -1.33459  -0.20
C 1.00869 -0.61541 0.01584  -0.46
C 0.00241 -0.19430 1.09231  -0.22
N 0.20289 3.21844 -0.51582  -0.77
C -0.57119 2.06841 -0.19379  0.37
N 0.00033 1.34158 1.07965  -0.65
N -0.54735 -1.81541 -1.43944  -0.83
H 1.08381 -0.71039 -2.15548  0.22
H -0.33638 0.28317 -1.46823  0.17
H 1.40882 -1.62826 0.23400  0.30
H 1.82762 0.12107 0.00273  0.19
H 0.10162 -0.69545 2.06707  0.27
H -0.92279 -0.37539 0.56413  0.19
H -0.10310 3.83547 0.21340  0.40
H 1.12417 2.88035 -0.23421  0.39
H -1.58689 2.28935 0.11949  0.18
H -0.34060 -2.35145 -0.55255  0.45
H -1.55160 -1.65851 -1.48991  0.36
H -0.74597 1.54057 1.78113  0.38
H -0.21124 -3.77762 1.52202  0.44
O -0.23939 -2.94739 1.02843  -1.20

- Energy relative to the best compared isomer or geometry (same formula, charge and spin): 205.19 kcal per mole

---

No. 4
Formula: C17H26N2O2
Source: the OMol25 dataset
Level of theory: wB97M-V/def2-TZVPD

Each line ends with the natural charge from an NBO analysis.
Cartesian coordinates (Å):
C -2.88160 -2.58485 -0.53105  -0.26
O -4.13384 -1.97042 -0.33732  -0.51
C -4.24637 -0.63133 -0.16389  0.41
C -5.56300 -0.20702 0.05862  -0.26
C -5.86341 1.11325 0.30112  -0.19
C -4.84691 2.05666 0.34168  -0.25
C -3.54688 1.65144 0.12824  -0.17
C -3.22065 0.31905 -0.13428  -0.25
C -1.77158 0.06407 -0.43644  0.68
O -1.36813 -0.28426 -1.52878  -0.63
N -0.97111 0.32704 0.62298  -0.62
C 0.48680 0.28262 0.60396  -0.04
C 0.98338 -1.11845 0.25209  -0.42
C 2.51529 -1.19900 0.23178  0.13
C 2.92522 -2.50115 -0.47323  -0.60
C 3.08193 -1.24150 1.66517  -0.63
N 3.03515 -0.12022 -0.58811  -0.66
C 2.58529 1.25256 -0.44654  0.13
C 3.05397 1.98384 -1.71379  -0.60
C 3.17413 1.99436 0.77027  -0.63
C 1.05189 1.27566 -0.40995  -0.42
H -2.42342 -2.28520 -1.47609  0.21
H -2.19259 -2.35769 0.28867  0.17
H -3.08626 -3.65505 -0.54450  0.19
H -6.33523 -0.95968 0.03098  0.22
H -6.88870 1.41009 0.46235  0.22
H -5.06845 3.09520 0.53307  0.21
H -2.74883 2.38102 0.13801  0.21
H -1.41668 0.64470 1.46850  0.41
H 0.80604 0.55150 1.61552  0.20
H 0.58950 -1.84600 0.96465  0.21
H 0.60533 -1.36285 -0.74036  0.24
H 4.00472 -2.62921 -0.43654  0.20
H 2.61793 -2.46498 -1.51427  0.22
H 2.45750 -3.35844 0.00356  0.20
H 4.16764 -1.16737 1.63872  0.21
H 2.70105 -0.43335 2.28165  0.20
H 2.81644 -2.18303 2.14050  0.21
H 4.04698 -0.15815 -0.62099  0.36
H 2.63998 2.98788 -1.75191  0.20
H 4.13924 2.05463 -1.73171  0.20
H 2.72998 1.43496 -2.59316  0.22
H 2.75952 1.63916 1.70850  0.20
H 2.96640 3.05896 0.69060  0.21
H 4.25385 1.85949 0.80198  0.21
H 0.70707 2.28527 -0.17804  0.21
H 0.67146 0.99579 -1.39220  0.24

- Energy relative to the best compared isomer or geometry (same formula, charge and spin): 3.04 kcal per mole
- Structure (SMILES): COc1ccccc1C(=O)NC1CC(C)(C)NC(C)(C)C1

---

No. 5
Formula: C11H15N
Source: the OMol25 dataset
Level of theory: wB97M-V/def2-TZVPD

Each line ends with the natural charge from an NBO analysis.
Cartesian coordinates (Å):
C -2.83116 1.39872 0.47461  -0.63
C -1.48766 0.79451 0.94904  -0.08
C -1.48469 -0.20385 1.86490  -0.03
N -0.17639 -0.68759 2.20626  -0.58
C 0.65140 0.07602 1.37287  0.21
C 2.01089 0.19255 1.29493  -0.26
C 2.63763 1.18636 0.52857  -0.21
C 1.82525 2.07132 -0.18767  -0.24
C 0.52368 1.94582 -0.16940  -0.19
C -0.12861 1.02383 0.65973  -0.11
H -3.56121 0.61160 0.41552  0.23
H -2.75343 1.94695 -0.47214  0.22
H -3.00232 2.31035 1.13382  0.22
H -2.29920 -0.50502 2.47907  0.20
H 0.14297 -1.30011 3.03269  0.43
H 2.62788 -0.42464 1.86807  0.20
H 3.72730 1.23608 0.43229  0.21
H 2.27815 2.92498 -0.65834  0.21
H 0.01933 2.66639 -0.88377  0.21
C 0.23259 -2.91338 -1.93360  -0.63
C 0.00164 -1.42754 -2.23047  -0.62
H 0.69877 -3.46657 -2.80585  0.21
H 0.99815 -3.08034 -1.12591  0.20
H -0.67052 -3.30033 -1.37970  0.21
H 0.58348 -1.09514 -3.16052  0.20
H 0.46337 -0.90497 -1.42482  0.22
H -1.02731 -1.07598 -2.28017  0.21

- Energy relative to the best compared isomer or geometry (same formula, charge and spin): 38.90 kcal per mole
- Structure (SMILES): Cc1c[nH]c2ccccc12.CC

---

No. 6
Formula: C36H35BrN6O13
Source: the OMol25 dataset
Level of theory: wB97M-V/def2-TZVPD

Each line ends with the Mulliken charge.
Cartesian coordinates (Å):
C 2.76875 2.86187 -2.54252  -1.28
N 1.84417 1.97513 -3.28351  0.52
C 2.55360 0.93425 -4.03602  -1.22
C 0.96401 2.67709 -4.11374  0.48
O 0.83482 2.44415 -5.29395  -0.59
C 0.08672 3.72208 -3.41418  -0.63
C -1.38417 3.34977 -3.17329  -0.43
Br -2.16924 2.15414 -4.51349  -0.10
O -1.59735 2.84863 -1.86588  -0.39
C -0.97528 1.70749 -1.48981  0.29
O -0.30919 1.64249 -0.51118  -0.46
H 3.79107 2.70770 -2.91103  0.37
H 2.52262 3.91700 -2.67583  0.52
H 2.75884 2.64473 -1.46824  0.21
H 1.83472 0.25473 -4.49757  0.33
H 3.20089 1.36093 -4.81587  0.36
H 3.17629 0.36484 -3.33609  0.42
H 0.12628 4.64713 -3.99826  0.45
H 0.48004 3.93136 -2.41362  0.37
H -2.01500 4.23641 -3.22671  0.43
H -1.19123 0.83560 -2.12884  0.38
O 4.78376 -1.66790 -2.23279  -0.62
N 4.19307 -2.60050 -2.74476  1.06
O 4.71660 -3.45836 -3.42644  -0.62
C 2.73695 -2.68927 -2.52763  0.00
C 2.11962 -1.70650 -1.77719  -0.31
C 0.74933 -1.78452 -1.59561  -0.18
C 0.02533 -2.82808 -2.15221  -0.75
C 0.66850 -3.81044 -2.89338  -0.55
C 2.03933 -3.74474 -3.08805  -0.55
H 2.69719 -0.90051 -1.35121  0.52
H 0.24662 -1.01885 -1.01806  0.50
H -1.04521 -2.87295 -2.00505  0.58
H 0.10417 -4.62945 -3.31756  0.39
H 2.56202 -4.49443 -3.66286  0.50
O -2.44561 -5.71758 -0.67936  -0.63
N -2.19415 -4.77039 0.03912  1.08
O -1.07105 -4.36104 0.26994  -0.59
C -3.32193 -4.04933 0.65473  0.03
C -4.61057 -4.48758 0.40839  -0.53
C -5.66284 -3.80772 1.00123  -0.54
C -5.41503 -2.71612 1.82348  -0.59
C -4.11138 -2.29305 2.05097  -0.44
C -3.04891 -2.96099 1.46446  0.03
H -4.77960 -5.34127 -0.23091  0.48
H -6.67807 -4.13837 0.82994  0.39
H -6.23466 -2.19300 2.29396  0.53
H -3.92125 -1.44090 2.69157  0.54
H -2.02903 -2.65113 1.63519  0.15
O 3.00158 5.81413 -4.64702  -0.61
N 4.11653 5.67813 -4.17898  1.08
O 4.34277 5.52657 -2.99347  -0.61
C 5.25720 5.66835 -5.10859  0.18
C 5.01272 5.84094 -6.45871  -0.36
C 6.09181 5.83360 -7.32771  -0.45
C 7.37970 5.65497 -6.83956  -0.42
C 7.59748 5.47947 -5.47909  -0.48
C 6.52899 5.48568 -4.59715  -0.36
H 4.00228 5.97270 -6.81543  0.46
H 5.92485 5.96659 -8.38779  0.37
H 8.21836 5.65164 -7.52319  0.38
H 8.60102 5.33743 -5.10213  0.37
H 6.67422 5.35167 -3.53572  0.45
O -6.16386 -3.50035 4.72840  -0.60
N -5.90681 -2.37555 5.10809  1.05
O -6.29192 -1.35884 4.55680  -0.60
C -5.05133 -2.23280 6.29829  0.16
C -4.57275 -3.38104 6.90357  -0.39
C -3.73197 -3.24832 7.99602  -0.53
C -3.38821 -1.98630 8.46198  -0.46
C -3.88856 -0.84735 7.84230  -0.48
C -4.73284 -0.96452 6.74863  -0.31
H -4.84525 -4.35169 6.51760  0.48
H -3.33154 -4.13177 8.47422  0.39
H -2.70883 -1.88692 9.29802  0.40
H -3.60704 0.13273 8.20178  0.41
H -5.12637 -0.09391 6.24525  0.47
O -0.20637 -1.70507 7.69903  -0.61
N -0.53352 -0.70450 7.09239  1.10
O -0.87814 0.33670 7.62001  -0.62
C -0.54284 -0.76280 5.62057  0.03
C -0.21852 -1.95463 4.99819  -0.42
C -0.23975 -2.00080 3.61248  -0.45
C -0.57518 -0.86667 2.88346  -0.52
C -0.89650 0.31909 3.53206  -0.61
C -0.88520 0.37700 4.91610  -0.39
H 0.04434 -2.82106 5.58648  0.49
H 0.01057 -2.92164 3.10177  0.47
H -0.58087 -0.90027 1.80192  0.64
H -1.14653 1.19911 2.95650  0.49
H -1.12825 1.28771 5.44243  0.50

- DFT total energy: -5273.0397 hartree
- Structure (SMILES): CN(C)C(=O)C[C@@H](Br)OC=O.O=[N+]([O-])c1ccccc1.O=[N+]([O-])c1ccccc1.O=[N+]([O-])c1ccccc1.O=[N+]([O-])c1ccccc1.O=[N+]([O-])c1ccccc1